[1]
C40H39Cl2N2Sb2W | ωB97M-V/def2-TZVPD

The geometry in XYZ format:
```
86
Properties=species:S:1:pos:R:3:lowdin_charge:R:1
W -1.097 -0.608 -0.278 1.12
C -1.120 -1.923 2.480 -0.15
N -1.684 -1.943 1.124 -0.23
C -2.697 -2.766 0.834 -0.03
C -3.289 -2.607 -0.396 -0.32
C -4.280 -3.279 -1.140 0.05
C -4.380 -2.614 -2.349 -0.01
C -3.465 -1.552 -2.310 -0.10
N -2.801 -1.527 -1.140 -0.19
C -1.407 -0.610 3.162 -0.22
C -1.196 -0.494 4.532 -0.01
C -1.453 0.699 5.185 -0.03
C -1.928 1.799 4.479 -0.04
C -2.122 1.707 3.113 -0.05
C -1.864 0.500 2.470 -0.08
H -0.039 -2.078 2.427 0.09
H -1.532 -2.754 3.057 0.14
H -3.002 -3.522 1.550 0.16
H -4.842 -4.141 -0.816 0.14
H -5.042 -2.845 -3.167 0.13
H -3.290 -0.814 -3.082 0.11
H -0.841 -1.351 5.094 0.13
H -1.297 0.768 6.253 0.13
H -2.155 2.722 4.995 0.13
H -2.508 2.551 2.562 0.09
H -2.144 0.470 1.398 0.05
C 2.648 1.477 -0.260 -0.33
C 2.722 1.517 -1.799 -0.30
C 1.963 0.457 -2.602 -0.34
Sb -0.185 0.419 -2.662 1.54
C -0.898 1.219 -4.455 -0.39
C -2.097 1.929 -4.480 -0.12
C -2.530 2.450 -5.689 -0.04
C -1.780 2.255 -6.843 -0.02
C -0.592 1.540 -6.805 -0.04
C -0.141 1.008 -5.605 -0.12
C -1.041 1.729 -1.158 -0.49
C -2.434 1.616 -0.942 -0.22
C -3.120 2.585 -0.203 -0.04
C -2.448 3.706 0.242 -0.02
C -1.079 3.859 -0.013 -0.01
C -0.379 2.876 -0.679 -0.09
Sb 1.588 -0.077 0.754 1.50
C 2.906 -1.716 0.667 -0.42
C 2.488 -2.974 1.106 -0.17
C 3.384 -4.034 1.127 -0.07
C 4.693 -3.844 0.701 -0.03
C 5.109 -2.598 0.258 -0.04
C 4.220 -1.529 0.244 -0.11
C 1.807 0.587 2.735 -0.38
C 1.345 1.847 3.101 -0.14
C 1.575 2.306 4.390 -0.06
C 2.244 1.505 5.305 -0.04
C 2.691 0.243 4.938 -0.05
C 2.480 -0.222 3.646 -0.11
H 2.201 2.378 0.154 0.04
H 3.648 1.441 0.172 0.07
H 3.767 1.375 -2.084 0.12
H 2.467 2.515 -2.159 0.11
H 2.210 -0.543 -2.236 0.03
H 2.267 0.497 -3.649 0.07
H -2.675 2.104 -3.582 0.09
H -3.450 3.017 -5.730 0.13
H -2.127 2.668 -7.782 0.13
H -0.014 1.393 -7.707 0.13
H 0.785 0.446 -5.584 0.10
H -3.031 0.857 -1.436 0.08
H -4.185 2.480 -0.037 0.14
H -2.987 4.486 0.765 0.14
H -0.570 4.763 0.298 0.14
H 0.667 3.030 -0.893 0.08
H 1.467 -3.145 1.429 0.08
H 3.061 -5.007 1.474 0.12
H 5.391 -4.671 0.720 0.13
H 6.130 -2.450 -0.069 0.12
H 4.570 -0.559 -0.088 0.10
H 0.813 2.478 2.396 0.09
H 1.235 3.292 4.680 0.12
H 2.427 1.870 6.307 0.12
H 3.221 -0.375 5.651 0.12
H 2.859 -1.195 3.357 0.10
Cl -0.278 -2.911 -1.298 0.63
C 1.381 -3.317 -1.953 -0.90
Cl 1.596 -5.031 -1.826 0.68
H 2.113 -2.792 -1.350 -0.01
H 1.379 -3.019 -2.996 0.05
```

The spin multiplicity is 3. The net charge is +3. Its expectation value of S² is 2.047. The frontier orbital gap (spin up / spin down) comes out at 5.9 / 6.1 eV. Its total energy is -85009.7730 eV. For the highest occupied orbital energy (spin up / spin down), the calculation gives -16.266 / -16.254 eV.

---

[2]
C40H39MoN4OPS2 | ωB97M-V/def2-TZVPD

The geometry in XYZ format:
```
88
Properties=species:S:1:pos:R:3:lowdin_charge:R:1
Mo -0.669 -0.555 0.215 0.88
C -3.703 -2.418 -0.729 -0.13
C -2.787 -3.629 -0.528 -0.38
C -2.666 -4.119 0.924 -0.09
C -1.421 -3.392 -1.187 -0.28
C -0.722 -4.755 -1.358 -0.12
O 0.635 -4.493 -1.136 0.00
C 0.768 -3.159 -0.803 -0.24
N -0.389 -2.530 -0.561 -0.01
C 2.098 -2.703 -0.953 -0.12
C 3.116 -3.686 -1.043 0.00
C 4.398 -3.363 -1.389 -0.06
C 4.743 -2.037 -1.665 -0.04
C 3.781 -1.058 -1.556 -0.07
C 2.470 -1.355 -1.188 -0.25
P 1.249 -0.052 -1.052 0.97
C 2.370 1.281 -0.509 -0.35
C 2.543 2.474 -1.200 -0.11
C 3.486 3.395 -0.778 -0.08
C 4.271 3.135 0.330 -0.08
C 4.096 1.955 1.036 -0.07
C 3.149 1.037 0.623 -0.15
C 0.815 0.363 -2.775 -0.32
C -0.514 0.147 -3.130 -0.14
C -0.967 0.470 -4.397 -0.09
C -0.086 0.987 -5.333 -0.08
C 1.249 1.159 -5.002 -0.07
C 1.702 0.844 -3.734 -0.08
H -4.490 -2.381 0.021 0.06
H -4.171 -2.453 -1.712 0.08
H -3.125 -1.486 -0.666 0.00
H -3.221 -4.450 -1.115 0.14
H -2.867 -3.317 1.626 -0.02
H -1.667 -4.504 1.129 0.07
H -3.382 -4.917 1.111 0.08
H -1.612 -2.968 -2.189 0.15
H -0.848 -5.161 -2.365 0.14
H -1.071 -5.496 -0.628 0.13
H 2.855 -4.712 -0.847 0.12
H 5.144 -4.139 -1.465 0.11
H 5.750 -1.784 -1.957 0.11
H 4.045 -0.032 -1.766 0.11
H 1.943 2.683 -2.073 0.09
H 3.604 4.314 -1.332 0.11
H 5.028 3.843 0.636 0.10
H 4.714 1.746 1.898 0.10
H 3.021 0.113 1.172 0.05
H -1.198 -0.239 -2.366 0.07
H -2.011 0.340 -4.652 0.11
H -0.432 1.239 -6.326 0.10
H 1.938 1.550 -5.738 0.10
H 2.744 0.988 -3.485 0.10
S 0.667 0.041 2.338 0.67
C -0.481 1.320 2.408 -0.74
C -0.729 2.112 3.504 -0.16
C -1.863 2.919 3.549 -0.17
C -2.788 2.801 2.493 -0.15
C -2.510 2.034 1.406 -0.16
N -1.292 1.352 1.264 -0.30
H -0.040 2.051 4.332 0.10
H -2.057 3.562 4.391 0.07
H -3.731 3.330 2.540 0.10
H -3.191 1.915 0.574 0.11
C -0.824 -2.456 3.835 -0.08
N -1.652 -1.340 4.195 -0.12
C -1.715 -0.766 5.440 -0.05
C -2.629 0.228 5.397 -0.07
N -3.140 0.248 4.126 0.08
C -2.497 -0.676 3.373 -0.70
S -2.853 -0.974 1.766 0.77
H 0.107 -2.405 4.397 0.09
H -0.594 -2.407 2.765 0.03
H -1.329 -3.402 4.051 0.10
H -1.098 -1.114 6.241 0.12
H -2.957 0.911 6.150 0.12
H -3.748 0.944 3.726 0.13
C -0.762 1.380 -0.052 -0.36
C -0.437 2.671 -0.579 -0.24
C -0.703 3.066 -1.897 -0.05
C -0.320 4.313 -2.346 -0.09
C 0.330 5.200 -1.502 -0.10
C 0.575 4.837 -0.186 -0.09
C 0.186 3.600 0.274 -0.02
H -1.224 2.394 -2.562 0.09
H -0.536 4.593 -3.365 0.10
H 0.640 6.169 -1.859 0.09
H 1.080 5.517 0.484 0.11
H 0.407 3.310 1.292 0.12
```

The spin multiplicity is 1. The net charge is 0. The frontier orbital gap (spin up / spin down) comes out at 3.2 / 3.1 eV. Its total energy is -82931.8035 eV. For the highest occupied orbital energy (spin up / spin down), the calculation gives -3.964 / -3.872 eV.

---

[3]
C40H40AsBrF4PRbS3 | ωB97M-V/def2-TZVPD

The geometry in XYZ format:
```
91
Properties=species:S:1:pos:R:3:lowdin_charge:R:1
Rb 0.210 1.050 -0.515 0.36
C 2.388 -2.637 -1.666 -0.54
C 3.165 -2.419 -0.366 -0.52
S 2.655 -0.927 0.525 0.79
C 2.422 -1.522 2.210 -0.52
C 1.373 -2.615 2.411 -0.51
S -0.262 -2.192 1.737 0.85
C -0.644 -3.664 0.760 -0.55
C 0.309 -4.019 -0.380 -0.53
S 0.581 -2.659 -1.547 0.84
H 2.581 -1.814 -2.358 0.03
H 2.727 -3.557 -2.147 0.07
H 3.059 -3.271 0.307 0.06
H 4.225 -2.329 -0.610 0.07
H 3.384 -1.852 2.608 0.08
H 2.144 -0.616 2.755 0.05
H 1.688 -3.559 1.963 0.06
H 1.263 -2.785 3.483 0.07
H -0.738 -4.524 1.428 0.07
H -1.638 -3.448 0.362 0.07
H 1.278 -4.333 0.006 0.05
H -0.110 -4.861 -0.932 0.07
F 1.562 4.501 -7.382 0.05
C 1.105 3.421 -6.693 -0.17
C -0.174 2.910 -6.957 -0.17
F -0.761 3.222 -8.140 0.06
C -0.758 2.036 -6.095 -0.25
F -1.918 1.448 -6.505 0.05
C -0.170 1.637 -4.866 -0.38
P -1.163 1.470 -3.339 0.98
C -2.350 0.125 -3.737 -0.36
C -3.637 0.107 -3.198 -0.10
C -4.461 -0.999 -3.360 -0.07
C -4.008 -2.108 -4.060 -0.11
C -2.726 -2.103 -4.598 -0.10
C -1.903 -0.998 -4.434 -0.11
C -2.243 2.954 -3.327 -0.36
C -3.291 3.162 -4.224 -0.09
C -4.027 4.339 -4.193 -0.08
C -3.728 5.330 -3.267 -0.10
C -2.685 5.141 -2.375 -0.09
C -1.949 3.962 -2.411 -0.10
C 1.186 2.064 -4.729 -0.59
Br 2.370 1.111 -3.492 0.66
C 1.798 2.925 -5.600 -0.31
F 3.095 3.287 -5.457 0.03
H -4.005 0.956 -2.638 0.08
H -5.447 -0.992 -2.914 0.11
H -4.647 -2.975 -4.179 0.09
H -2.363 -2.966 -5.145 0.09
H -0.905 -0.991 -4.857 0.10
H -3.543 2.387 -4.937 0.10
H -4.841 4.480 -4.894 0.10
H -4.315 6.239 -3.231 0.09
H -2.453 5.900 -1.639 0.10
H -1.143 3.820 -1.701 0.09
C -2.557 0.822 3.491 -0.33
As -1.577 1.664 2.009 0.91
C -2.721 3.256 1.787 -0.32
C -3.646 0.344 0.313 -0.16
C -4.975 0.771 0.413 -0.37
C -5.494 1.875 -0.346 -0.10
C -6.797 2.316 -0.216 -0.16
C -7.692 1.722 0.682 -0.19
C -7.212 0.658 1.456 -0.17
C -5.915 0.197 1.337 -0.10
H -3.623 0.785 3.254 0.00
H -2.375 1.403 4.392 0.00
H -2.189 -0.196 3.628 -0.01
H -3.757 3.029 2.047 0.01
H -2.709 3.562 0.738 -0.01
H -2.330 4.056 2.414 0.00
H -3.391 -0.623 0.744 0.02
H -3.100 0.593 -0.592 0.00
H -4.826 2.390 -1.035 0.08
H -7.131 3.153 -0.824 0.08
H -8.713 2.073 0.775 0.06
H -7.876 0.179 2.171 0.08
H -5.584 -0.636 1.951 0.08
C -0.186 2.430 3.146 -0.26
C 1.184 2.236 3.004 -0.45
C 2.005 1.604 4.014 -0.12
C 3.375 1.493 3.894 -0.17
C 4.068 1.987 2.779 -0.17
C 3.313 2.620 1.787 -0.16
C 1.938 2.741 1.876 -0.15
H 1.506 1.224 4.898 0.09
H 3.931 1.006 4.691 0.08
H 5.144 1.895 2.695 0.07
H 3.820 3.045 0.925 0.09
H 1.404 3.337 1.141 0.08
```

The spin multiplicity is 1. The net charge is -2. The frontier orbital gap (spin up / spin down) comes out at 3.2 / 3.1 eV. Its total energy is -226325.0146 eV. For the highest occupied orbital energy (spin up / spin down), the calculation gives -0.083 / 0.014 eV.

---

[4]
C40H40Br3Ge2N3O2V | ωB97M-V/def2-TZVPD

The geometry in XYZ format:
```
91
Properties=species:S:1:pos:R:3:lowdin_charge:R:1
V 0.273 -0.908 0.580 0.74
C 0.393 -2.258 -3.114 -0.10
C -0.268 -3.105 -2.077 -0.29
C -0.551 -4.430 -2.420 0.02
C -1.178 -5.256 -1.518 0.00
C -1.571 -4.718 -0.302 0.01
C -1.286 -3.394 -0.029 -0.25
N -0.597 -2.599 -0.883 0.07
C -1.761 -2.743 1.202 -0.18
C -2.571 -3.373 2.135 0.04
C -3.060 -2.648 3.209 0.02
C -2.715 -1.313 3.342 0.05
C -1.856 -0.756 2.411 -0.18
N -1.396 -1.459 1.363 0.01
C -1.292 0.592 2.520 -0.20
C -1.772 1.534 3.408 0.03
C -1.118 2.751 3.508 0.01
C -0.004 2.965 2.725 0.03
C 0.407 2.002 1.804 -0.27
C 1.570 2.326 0.923 -0.04
N -0.244 0.833 1.700 0.05
H -0.295 -2.139 -3.954 0.10
H 0.657 -1.281 -2.731 -0.05
H 1.289 -2.749 -3.491 0.09
H -0.266 -4.786 -3.400 0.14
H -1.372 -6.295 -1.747 0.13
H -2.093 -5.335 0.412 0.12
H -2.824 -4.416 2.035 0.12
H -3.697 -3.125 3.940 0.13
H -3.081 -0.744 4.183 0.13
H -2.638 1.324 4.018 0.12
H -1.472 3.510 4.193 0.13
H 0.556 3.886 2.806 0.14
H 1.304 3.175 0.292 0.08
H 2.424 2.633 1.529 0.10
H 1.871 1.488 0.305 0.02
Br 3.005 -1.580 -1.203 0.76
C 3.505 -2.936 0.057 -0.91
Br 1.923 -3.668 0.897 0.81
H 4.130 -2.480 0.815 -0.01
H 4.015 -3.729 -0.474 0.02
C 0.498 2.905 -4.411 -0.20
Ge 1.420 1.628 -3.218 0.85
C 2.889 2.428 -2.176 -0.22
C 2.080 0.142 -4.335 -0.23
Ge -0.412 0.692 -1.303 1.01
C -1.285 2.400 -0.774 -0.34
C -2.485 2.364 -0.060 -0.12
C -3.150 3.531 0.278 -0.06
C -2.646 4.760 -0.125 -0.06
C -1.470 4.816 -0.858 -0.06
C -0.790 3.644 -1.160 -0.14
C -1.948 -0.080 -2.299 -0.36
C -3.050 -0.661 -1.675 -0.13
C -4.163 -1.043 -2.410 -0.06
C -4.186 -0.858 -3.785 -0.06
C -3.089 -0.300 -4.424 -0.06
C -1.980 0.084 -3.683 -0.13
H 1.296 3.308 -5.039 0.04
H 0.002 3.727 -3.903 0.02
H -0.223 2.398 -5.049 0.02
H 3.621 2.749 -2.922 0.04
H 3.360 1.699 -1.518 0.00
H 2.578 3.297 -1.602 0.02
H 2.772 0.603 -5.044 0.04
H 1.281 -0.331 -4.901 0.03
H 2.627 -0.602 -3.760 -0.03
H -2.919 1.410 0.221 0.09
H -4.075 3.488 0.838 0.11
H -3.166 5.674 0.131 0.11
H -1.084 5.770 -1.194 0.11
H 0.143 3.704 -1.709 0.06
H -3.049 -0.817 -0.602 0.08
H -5.019 -1.476 -1.908 0.11
H -5.056 -1.151 -4.358 0.11
H -3.099 -0.161 -5.497 0.11
H -1.124 0.524 -4.186 0.06
Br 4.830 0.377 1.602 0.83
C 4.170 0.008 3.345 -0.57
C 5.050 0.314 4.372 -0.12
C 4.704 0.054 5.687 -0.04
C 3.480 -0.526 5.979 -0.05
C 2.605 -0.832 4.958 -0.01
C 2.916 -0.567 3.619 -0.14
C 1.826 -0.900 2.653 -0.59
O 0.797 -1.462 3.046 0.01
O 1.917 -0.575 1.402 -0.32
H 6.005 0.763 4.137 0.10
H 5.397 0.307 6.477 0.12
H 3.210 -0.732 7.006 0.12
H 1.647 -1.288 5.165 0.12
```

The spin multiplicity is 4. The net charge is +2. Its expectation value of S² is 3.792. The frontier orbital gap (spin up / spin down) comes out at 7.2 / 5.6 eV. Its total energy is -399530.2868 eV. For the highest occupied orbital energy (spin up / spin down), the calculation gives -13.483 / -13.485 eV.

---

[5]
C40H40Co2O5PS | ωB97M-V/def2-TZVPD

The geometry in XYZ format:
```
89
Properties=species:S:1:pos:R:3:lowdin_charge:R:1
C 2.318 -5.724 -2.744 -0.12
C 1.107 -4.804 -2.568 -0.29
C 1.405 -3.582 -1.709 -0.27
C 0.245 -2.591 -1.641 -0.43
S -0.015 -1.561 -3.142 1.00
C -1.854 -1.661 -3.097 -0.40
C -2.413 -3.071 -3.300 -0.28
C -3.782 -3.279 -2.656 -0.27
C -4.270 -4.721 -2.795 -0.12
H 2.001 -6.630 -3.269 0.06
H 3.098 -5.227 -3.333 0.07
H 2.739 -6.021 -1.775 0.07
H 0.727 -4.479 -3.547 0.10
H 0.285 -5.356 -2.085 0.11
H 1.570 -3.925 -0.675 0.12
H 2.319 -3.065 -2.029 0.10
H -0.707 -3.098 -1.450 0.07
H 0.400 -1.900 -0.796 0.02
H -2.147 -1.209 -2.136 0.07
H -2.212 -1.011 -3.905 0.07
H -2.516 -3.223 -4.383 0.11
H -1.703 -3.827 -2.943 0.08
H -3.749 -2.996 -1.593 0.11
H -4.509 -2.602 -3.126 0.11
H -5.268 -4.850 -2.366 0.06
H -4.323 -5.004 -3.851 0.07
H -3.590 -5.415 -2.289 0.07
O 3.338 -0.518 -1.595 0.12
C 2.370 -0.110 -1.094 -0.18
Co 0.912 0.462 -0.375 0.11
C -0.780 0.168 -0.066 -0.25
O -1.884 -0.237 -0.086 0.06
C 1.438 -0.536 0.932 -0.24
O 1.858 -1.373 1.630 0.10
C 0.681 2.118 -1.110 -0.20
C 0.497 1.088 -1.992 -0.33
C 0.408 0.699 -3.328 -0.27
C -0.641 1.192 -4.260 -0.25
C -0.411 1.220 -5.653 -0.05
C -1.465 1.488 -6.528 -0.11
C -2.732 1.827 -6.029 -0.12
C -2.922 1.944 -4.646 -0.09
C -1.882 1.615 -3.767 -0.04
Co -0.165 2.386 0.626 -0.08
C -1.846 2.733 0.699 -0.25
O -2.959 3.058 0.748 0.06
C 0.228 4.091 0.689 -0.23
O 0.458 5.230 0.709 0.09
P 0.611 1.923 2.588 1.04
C 0.201 0.433 3.607 -0.33
C 0.781 0.214 4.869 -0.09
C 0.535 -0.983 5.557 -0.08
C -0.331 -1.938 5.014 -0.10
C -0.999 -1.664 3.818 -0.07
C -0.766 -0.463 3.144 -0.09
C 2.449 1.982 2.725 -0.32
C 3.233 0.907 3.170 -0.10
C 4.629 1.002 3.198 -0.08
C 5.261 2.149 2.717 -0.10
C 4.493 3.213 2.232 -0.08
C 3.098 3.134 2.249 -0.10
C 0.046 3.176 3.824 -0.32
C 0.905 4.015 4.547 -0.08
C 0.380 4.866 5.529 -0.09
C -0.988 4.850 5.822 -0.11
C -1.849 4.041 5.074 -0.09
C -1.338 3.228 4.060 -0.09
H 1.320 2.985 -1.337 0.08
H 1.376 0.461 -3.792 0.10
H 0.589 0.991 -6.021 0.11
H -1.300 1.420 -7.606 0.09
H -3.565 2.016 -6.718 0.09
H -3.884 2.268 -4.243 0.10
H -2.031 1.655 -2.684 0.12
H 1.464 0.949 5.300 0.11
H 1.036 -1.174 6.509 0.10
H -0.492 -2.892 5.520 0.10
H -1.694 -2.388 3.387 0.11
H -1.343 -0.226 2.251 0.08
H 2.768 -0.007 3.535 0.08
H 5.219 0.172 3.596 0.10
H 6.352 2.216 2.715 0.10
H 4.973 4.114 1.848 0.10
H 2.503 3.981 1.897 0.09
H 1.979 4.006 4.358 0.09
H 1.050 5.535 6.074 0.10
H -1.389 5.468 6.628 0.09
H -2.921 4.035 5.275 0.10
H -2.017 2.617 3.461 0.10
```

The spin multiplicity is 1. The net charge is -1. The frontier orbital gap comes out at 5.4 eV. Its total energy is -147740.5927 eV. For the highest occupied orbital energy, the calculation gives -2.765 eV.

---

Look up the net charge of the fourth one.
+2

---

Among the records above, which one has the highest net charge?
C40H39Cl2N2Sb2W

---

Look up the spin multiplicity of the fourth one.
4